No. 1
71
Properties=species:S:1:pos:R:3 method="wB97M-V/def2-TZVPD" fmax_ev_per_a=0.849 e_above_lowest_ev=1.885
Rh -1.003 0.379 0.187
C 1.054 -0.443 3.019
N 1.057 0.710 2.116
C 2.427 0.866 1.624
C 0.726 1.920 2.875
C -0.759 2.135 3.062
N -1.461 2.371 1.795
C -2.890 2.509 2.088
C -0.985 3.622 1.191
H 1.813 -0.305 3.804
H 1.285 -1.346 2.452
H 0.081 -0.585 3.479
H 3.104 1.137 2.449
H 2.463 1.651 0.868
H 2.780 -0.065 1.186
H 1.156 2.778 2.359
H 1.211 1.881 3.862
H -0.902 3.002 3.728
H -1.222 1.277 3.552
H -3.084 3.438 2.641
H -3.224 1.661 2.683
H -3.466 2.514 1.166
H -0.988 4.433 1.935
H -1.631 3.900 0.366
H 0.019 3.506 0.788
S -1.940 -0.786 1.819
C -2.693 -2.221 1.118
C -3.098 -3.305 1.888
C -3.696 -4.390 1.267
C -3.891 -4.385 -0.112
C -3.486 -3.309 -0.883
C -2.881 -2.216 -0.265
S -2.392 -0.781 -1.149
H -2.941 -3.296 2.959
H -4.003 -5.243 1.858
H -4.357 -5.236 -0.593
H -3.630 -3.314 -1.956
C 0.080 -3.592 -1.630
C 0.539 -2.779 -0.422
C 1.798 -1.999 -0.696
C 3.025 -2.641 -0.575
C 4.216 -1.992 -0.850
C 4.184 -0.669 -1.249
C 2.984 0.024 -1.373
C 3.086 1.498 -1.715
C 3.476 1.762 -3.170
C 1.783 -0.656 -1.100
N 0.560 0.092 -1.193
C 0.325 0.628 -2.355
C -0.742 1.538 -2.455
C -1.368 2.206 -3.502
C -2.485 2.824 -2.931
C -2.487 2.490 -1.578
N -1.406 1.749 -1.274
H -0.771 -4.221 -1.369
H 0.880 -4.230 -2.011
H -0.235 -2.925 -2.435
H 0.709 -3.431 0.438
H -0.232 -2.064 -0.156
H 3.033 -3.679 -0.260
H 5.161 -2.508 -0.744
H 5.111 -0.139 -1.443
H 3.855 1.930 -1.070
H 2.160 2.020 -1.473
H 4.372 1.201 -3.439
H 3.680 2.820 -3.336
H 2.690 1.464 -3.864
H 0.954 0.388 -3.205
H -1.055 2.216 -4.533
H -3.219 3.440 -3.424
H -3.214 2.773 -0.836


No. 2
29
Properties=species:S:1:pos:R:3 method="wB97M-V/def2-TZVPD" charge=+2 fmax_ev_per_a=5.267 e_above_lowest_ev=1.266
C 4.445 -2.458 2.677
C 4.429 -1.185 2.241
C 3.087 -2.941 2.694
C 3.037 -0.798 2.021
C -2.176 1.870 -1.192
C -1.544 -1.327 -1.413
C -0.955 -0.828 -0.155
N 2.393 0.246 1.730
N -2.572 2.732 -2.191
N -0.822 1.490 -1.064
N -3.901 2.989 -2.407
N -0.374 0.451 -0.136
O -3.026 1.202 -0.463
O 2.309 -1.977 2.263
H 5.392 -3.079 2.805
H 5.323 -0.566 2.120
H 2.734 -3.943 2.923
H -0.910 -1.135 -2.272
H -1.660 -2.431 -1.483
H -2.444 -0.962 -1.609
H -0.063 -1.337 0.339
H -1.772 -0.908 0.567
H 2.957 1.175 1.884
H -1.804 3.324 -2.573
H 0.016 1.862 -1.499
H -4.153 3.977 -2.579
H -3.989 1.436 -0.612
H -4.231 2.489 -3.193
H 0.273 0.633 0.577


No. 3
44
Properties=species:S:1:pos:R:3 method="wB97M-V/def2-TZVPD" multiplicity=2 charge=-1 fmax_ev_per_a=0.633 e_above_lowest_ev=0.000 s_squared=0.754
Ru -0.275 -0.413 0.399
O 2.093 1.089 2.688
C 1.848 1.183 1.485
O 1.690 0.167 0.704
C 1.693 2.580 0.894
C 1.865 2.668 -0.629
C 2.103 4.137 -1.022
C 0.675 4.723 -0.850
C -0.100 3.471 -0.403
O 0.548 2.433 -1.126
C 0.249 3.162 1.065
C -0.757 2.239 1.752
O -1.091 2.478 2.901
O -1.244 1.240 1.066
H 2.408 3.210 1.422
H 2.548 1.936 -1.050
H 2.437 4.203 -2.057
H 2.847 4.622 -0.390
H 0.284 5.097 -1.796
H 0.624 5.528 -0.116
H -1.164 3.462 -0.626
H 0.277 4.070 1.665
N -0.138 -0.802 2.443
N 0.393 -2.108 2.630
C 0.751 -2.811 1.454
O 1.412 -3.823 1.562
O 0.256 -2.324 0.356
H 0.483 -0.109 2.870
H -1.060 -0.736 2.865
H 1.123 -2.142 3.326
Cl -3.331 -2.687 -5.840
C -2.393 -1.983 -4.545
C -1.200 -1.298 -4.849
C -0.452 -0.741 -3.855
C -0.828 -0.830 -2.478
O -0.051 -0.299 -1.615
C -2.050 -1.512 -2.201
C -2.619 -1.612 -0.895
O -2.202 -1.135 0.163
C -2.804 -2.083 -3.252
H -0.884 -1.220 -5.881
H 0.467 -0.214 -4.073
H -3.575 -2.153 -0.839
H -3.725 -2.601 -3.014


No. 4
17
Properties=species:S:1:pos:R:3 method="wB97M-V/def2-TZVPD" charge=+1 fmax_ev_per_a=2.753 e_above_lowest_ev=1.344
O 0.508 -2.234 -1.202
C -0.053 -2.136 -0.145
O -0.188 -3.125 0.711
C -1.021 -0.964 0.195
C -0.471 0.187 1.035
N -1.343 -0.469 -1.195
H 0.157 -4.003 0.605
H -1.953 -1.417 0.528
H -0.232 -0.188 2.021
H 0.448 0.523 0.562
H -1.094 1.068 1.054
H -1.900 0.392 -1.208
H -1.880 -1.139 -1.751
H -0.497 -0.199 -1.707
H 3.185 5.176 0.695
H 3.456 3.873 -0.140
O 2.880 4.655 -0.057